(A)
Density functional theory data (ωB97M-V/def2-TZVPD) for the molecule C6H10O.

Each line ends with the natural charge from an NBO analysis.
CARTESIAN COORDINATES (ANGSTROEM)
O (0.04382, 1.89123, 0.95870)  -0.70
C (-0.83873, -1.59492, 0.01708)  -0.60
C (-1.41688, 0.64755, -1.05348)  -0.60
C (0.21668, 0.53498, 0.89985)  0.22
C (-0.40652, -0.15702, -0.24899)  -0.31
C (3.00803, -0.03114, 0.08465)  -0.31
C (2.01431, 0.27730, 0.70872)  -0.13
H (-1.59599, 0.14681, -2.00872)  0.21
H (-1.04448, 1.65135, -1.27050)  0.23
H (-0.11945, -2.13516, 0.63803)  0.22
H (0.06745, 0.04685, 1.86159)  0.17
H (-2.35866, 0.72937, -0.50262)  0.20
H (3.90261, -0.30232, -0.42748)  0.23
H (0.68611, 2.24215, 1.59932)  0.49
H (-0.92722, -2.13557, -0.92892)  0.22
H (-1.80728, -1.60961, 0.52694)  0.20
H (0.57619, -0.20184, -0.85414)  0.25

As for the SMILES: C#C[C@@H](O)C(C)C. The calculation puts the HOMO-LUMO gap at 0.3862 Ha. Its multiplicity is 1. The calculation puts the HOMO energy at -9.86 eV.

(B)
Density functional theory data (ωB97M-V/def2-TZVPD) for a cluster of 2 separate species, C6H10O in total.

Each line ends with the natural charge from an NBO analysis.
CARTESIAN COORDINATES (ANGSTROEM)
O (1.79992, -2.11543, -0.64466)  -0.74
C (-0.63991, 0.40567, 1.32845)  0.01
C (-0.00589, 0.74508, 0.33116)  -0.04
C (0.21565, 1.81263, -0.66252)  -0.67
C (1.06564, -1.16049, -1.32560)  0.11
C (-0.16663, -1.51394, -1.79593)  -0.44
C (-1.33534, 0.42097, 2.59997)  -0.69
H (-0.65455, -2.42341, -1.48038)  0.20
H (-0.90326, 1.15501, 3.28728)  0.23
H (1.72285, -0.68135, -2.05282)  0.18
H (-0.69554, 2.37066, -0.87629)  0.23
H (1.08008, 2.41107, -0.37232)  0.23
H (0.46396, 1.31054, -1.59957)  0.22
H (-0.86981, -0.84252, -2.25110)  0.20
H (-2.40253, 0.62686, 2.51112)  0.23
H (-1.24297, -0.55077, 3.08960)  0.23
H (2.56832, -1.97059, -0.08639)  0.50

As for the SMILES: CC#CC.C=CO. The calculation puts the HOMO-LUMO gap at 0.3376 Ha. Its multiplicity is 1. The calculation puts the HOMO energy at -8.29 eV.

Least stable structure: (B)

(A)
Density functional theory data (ωB97M-V/def2-TZVPD) for the molecule C6H10O.

Each line ends with the natural charge from an NBO analysis.
CARTESIAN COORDINATES (ANGSTROEM)
O (-0.48148, -1.93646, 0.60530)  -0.71
C (1.50335, -0.70776, -0.28187)  -0.43
C (-0.66697, 0.34766, -0.14557)  -0.02
C (-2.16534, 0.47813, -0.15806)  -0.65
C (1.64464, 0.74734, 0.21675)  -0.44
C (-0.01385, -1.00007, -0.35786)  0.06
C (0.23884, 1.28395, 0.13787)  -0.18
H (-0.42930, -1.49609, 1.46443)  0.46
H (1.96700, -0.81372, -1.26783)  0.21
H (1.97976, -1.44096, 0.37637)  0.22
H (-0.28680, -1.44986, -1.32055)  0.18
H (2.00224, 0.80043, 1.25339)  0.21
H (-2.53589, 0.95932, 0.75467)  0.22
H (-2.64371, -0.50440, -0.22470)  0.23
H (0.00431, 2.32644, 0.34224)  0.21
H (-2.47686, 1.08148, -1.01490)  0.22
H (2.36005, 1.32458, -0.37967)  0.21

As for the SMILES: CC1=CCC[C@H]1O. The calculation puts the HOMO-LUMO gap at 0.3722 Ha. Its multiplicity is 1. The calculation puts the HOMO energy at -9.15 eV.

(B)
Density functional theory data (ωB97M-V/def2-TZVPD) for the molecule C6H10O.

Each line ends with the natural charge from an NBO analysis.
CARTESIAN COORDINATES (ANGSTROEM)
O (0.45543, -0.87154, -0.75484)  -0.54
C (-0.64590, -1.36662, -0.02151)  -0.10
C (1.63265, -0.62836, -0.01572)  -0.09
C (-1.83472, -0.43576, -0.09627)  -0.20
C (-1.96951, 0.51950, -1.00875)  -0.41
C (0.77920, 1.65794, 0.60788)  -0.40
C (1.75515, 0.75632, 0.57333)  -0.21
H (0.94240, 2.68607, 0.91346)  0.20
H (-1.16387, 0.66552, -1.72647)  0.21
H (-0.21219, 1.43479, 0.24126)  0.21
H (-0.93945, -2.34477, -0.44356)  0.19
H (2.46836, -0.78149, -0.71303)  0.20
H (-2.58585, -0.58981, 0.67635)  0.20
H (1.73087, -1.37616, 0.78777)  0.17
H (2.74960, 0.98802, 0.96523)  0.20
H (-0.35305, -1.52843, 1.02928)  0.18
H (-2.80912, 1.21476, -1.01441)  0.20

As for the SMILES: C=CCOCC=C. The calculation puts the HOMO-LUMO gap at 0.3945 Ha. Its multiplicity is 1. The calculation puts the HOMO energy at -9.61 eV.

Least stable structure: (B)

(A)
Density functional theory data (ωB97M-V/def2-TZVPD) for a structure of composition C6H10O.

Each line ends with the natural charge from an NBO analysis.
CARTESIAN COORDINATES (ANGSTROEM)
O (-1.24536, -1.28480, 0.56275)  -0.40
C (1.48135, 0.29674, -0.32276)  -0.43
C (-1.89684, 0.80532, -0.67633)  -0.70
C (0.41343, -0.74819, -0.62663)  -0.33
C (0.15598, -1.64308, 0.61436)  -0.15
C (0.97782, 0.73814, 1.07302)  -0.69
C (-0.96064, -0.23897, -0.22314)  0.47
H (0.42201, -1.31896, -1.57045)  0.24
H (0.32248, -2.72271, 0.67325)  0.19
H (-2.62259, 1.06771, 0.10379)  0.25
H (2.48827, -0.14757, -0.30950)  0.21
H (1.49962, 1.10865, -1.06680)  0.21
H (0.54908, -0.60900, 1.39556)  0.25
H (-2.45381, 0.49633, -1.58080)  0.24
H (0.43419, 1.69038, 1.04718)  0.19
H (-1.31853, 1.70268, -0.94281)  0.24
H (1.75353, 0.80734, 1.84931)  0.21

The calculation puts the HOMO-LUMO gap (spin up / spin down) at 0.2779 / 0.2780 Ha. Its multiplicity is 1. The calculation puts the HOMO energy (spin up / spin down) at -7.02 / -7.02 eV.

(B)
Density functional theory data (ωB97M-V/def2-TZVPD) for the molecule C6H10O.

Each line ends with the natural charge from an NBO analysis.
CARTESIAN COORDINATES (ANGSTROEM)
O (-0.20869, -1.72257, -1.62536)  -0.63
C (-1.93963, -0.33276, 1.17688)  -0.25
C (-0.13133, 0.60472, -1.00022)  -0.49
C (-1.51682, -1.23836, 0.20357)  -0.50
C (-0.66496, -0.79450, -0.78884)  0.56
C (1.61133, 0.46698, 0.89449)  -0.62
C (0.51447, 1.28542, 0.21896)  -0.40
H (0.92162, 2.25409, -0.10191)  0.20
H (1.80425, 0.85913, 1.89617)  0.22
H (-1.68639, -2.31108, 0.21877)  0.19
H (-0.29612, 1.47360, 0.92263)  0.26
H (0.45109, -1.34661, -2.22399)  0.49
H (-0.95263, 1.23994, -1.34713)  0.26
H (2.55629, 0.48435, 0.33930)  0.20
H (-2.37493, -0.90345, 2.00999)  0.11
H (1.30386, -0.57699, 1.01972)  0.21
H (0.60859, 0.55808, -1.81305)  0.19

The calculation puts the HOMO-LUMO gap at 0.2788 Ha. Its multiplicity is 1. The calculation puts the HOMO energy at -7.66 eV.

Least stable structure: (A)